1.
{"formula": "C5H9N3O", "method": "ωB97M-V with the def2-TZVPD basis set", "e_tot_ev": -11839.6682, "orbital_gap_ev": 8.840, "mol_weight_g_mol": 127.15, "lumo_ev": 0.659, "max_force_ev_per_a": 7.62, "elements": ["C", "C", "C", "C", "C", "H", "H", "H", "H", "H", "H", "H", "H", "H", "N", "N", "N", "O"], "coordinates": [[-2.2089, -0.4642, -0.0441], [-0.9459, -0.4521, -1.0172], [0.1960, 0.6241, -0.6543], [1.9713, -0.6952, -0.3124], [0.3464, -0.7949, 0.0425], [-2.5838, 0.7247, 0.4637], [-2.5030, -1.4035, 0.6437], [-3.0409, -0.5307, -0.8514], [-0.9996, -0.7566, -2.0646], [0.5963, 0.5805, -1.7574], [1.0791, 2.3270, -0.3407], [2.9852, 1.0495, 0.5540], [0.1768, 0.5158, 1.8741], [-0.7726, -0.9929, 2.0425], [0.7409, 1.5663, 0.2121], [2.1428, 0.7648, -0.0616], [0.0932, -0.4991, 1.4896], [2.7267, -1.5634, -0.2185]]}

2.
{"formula": "C3H5F", "method": "ωB97M-V with the def2-TZVPD basis set", "e_tot_ev": -5907.2494, "orbital_gap_ev": 11.659, "mol_weight_g_mol": 60.07, "lumo_ev": 1.192, "max_force_ev_per_a": 6.28, "elements": ["C", "C", "C", "F", "H", "H", "H", "H", "H"], "coordinates": [[-1.5160, -0.2536, 0.1479], [-0.3833, -0.0703, -0.4437], [1.2530, 0.2587, 0.2494], [2.1058, 0.1063, -0.8132], [-2.2890, -0.3869, -0.5766], [-1.7558, -0.5354, 1.1348], [-0.2707, 0.0673, -1.4820], [1.5567, -0.3958, 1.1531], [1.2993, 1.2096, 0.6302]]}

3.
{"formula": "C3H2Cl2IO2", "method": "ωB97M-V with the def2-TZVPD basis set", "s_squared": 2.0122, "e_tot_ev": -40381.0153, "orbital_gap_ev": [4.351, 4.871], "spin_multiplicity": 3, "mol_weight_g_mol": 267.86, "charge": -1, "lumo_ev": [3.217, -0.335], "max_force_ev_per_a": 4.48, "elements": ["C", "C", "C", "O", "O", "Cl", "Cl", "I", "H", "H"], "coordinates": [[-0.8216, 1.2546, 0.2743], [0.3350, -1.0841, 0.2213], [-0.4208, 0.0460, -0.3933], [-0.7003, 2.3536, 0.6620], [-1.7457, 0.3013, 0.1992], [0.5257, -0.7806, 1.9515], [2.2084, 1.0673, -0.3138], [-0.5134, -0.0196, -2.4943], [-0.2030, -2.0301, 0.1094], [1.3357, -1.1083, -0.2164]]}

4.
{"formula": "C30H45NO7P", "method": "ωB97M-V with the def2-TZVPD basis set", "e_tot_ev": -56958.6244, "orbital_gap_ev": 8.028, "mol_weight_g_mol": 562.66, "charge": -1, "lumo_ev": 2.601, "max_force_ev_per_a": 1.52, "elements": ["C", "C", "C", "O", "O", "C", "O", "P", "O", "C", "C", "C", "C", "C", "C", "C", "C", "C", "C", "C", "C", "O", "N", "C", "C", "C", "C", "C", "C", "C", "C", "C", "C", "C", "O", "O", "C", "C", "C", "H", "H", "H", "H", "H", "H", "H", "H", "H", "H", "H", "H", "H", "H", "H", "H", "H", "H", "H", "H", "H", "H", "H", "H", "H", "H", "H", "H", "H", "H", "H", "H", "H", "H", "H", "H", "H", "H", "H", "H", "H", "H", "H", "H", "H"], "coordinates": [[4.1333, -1.8622, 1.9804], [3.0477, -2.7267, 1.3303], [3.5471, -3.2091, 0.0001], [4.2368, -4.1883, -0.1618], [3.1678, -2.4004, -0.9998], [3.6134, -2.6927, -2.3038], [2.5212, -2.9010, -3.1476], [1.0158, -2.2675, -3.0299], [0.3265, -2.7198, -4.2365], [0.3211, -2.8414, -1.4259], [-1.2078, -2.8519, -1.4553], [-1.7831, -2.2774, -0.1624], [-3.3001, -2.0794, -0.2626], [-3.8422, -1.2563, 0.8691], [-3.7205, -1.6856, 2.1865], [-4.2069, -0.9210, 3.2304], [-4.8361, 0.2861, 2.9764], [-4.9696, 0.7219, 1.6701], [-4.4721, -0.0418, 0.6281], [1.2741, -0.4449, -2.8618], [-0.0528, 0.1574, -2.4561], [-1.0952, -0.1728, -3.0102], [-0.0385, 1.0807, -1.4879], [-1.2862, 1.5678, -0.9304], [-0.8981, 1.9636, 0.4924], [-1.9321, 2.8186, 1.2295], [-2.0743, 4.2447, 0.6948], [-3.1919, 4.9774, 1.4325], [-2.8978, 5.0281, 2.9282], [-2.7227, 3.6168, 3.4800], [-1.6216, 2.8764, 2.7270], [0.4931, 2.5555, 0.2619], [1.1040, 1.5574, -0.7268], [1.8341, 0.4018, 0.0985], [3.0614, 0.5161, 0.1627], [1.0880, -0.4544, 0.5882], [4.5373, -1.5835, -2.8430], [5.4306, -1.0335, -1.7349], [5.3466, -2.1449, -4.0094], [4.1884, -0.9161, 1.4459], [5.1015, -2.3603, 1.9549], [3.8673, -1.6590, 3.0151], [2.8272, -3.5963, 1.9520], [2.1610, -2.1037, 1.1886], [4.1673, -3.6472, -2.2691], [0.6728, -2.1553, -0.6524], [0.7315, -3.8321, -1.2167], [-1.5806, -3.8662, -1.6185], [-1.5444, -2.2432, -2.2958], [-1.5429, -2.9366, 0.6748], [-1.3037, -1.3179, 0.0351], [-3.5213, -1.5852, -1.2107], [-3.7910, -3.0580, -0.2733], [-3.2376, -2.6291, 2.3946], [-4.0981, -1.2678, 4.2488], [-5.2212, 0.8808, 3.7932], [-5.4659, 1.6602, 1.4608], [-4.5760, 0.3094, -0.3892], [2.0490, -0.2432, -2.1281], [1.5612, -0.0683, -3.8473], [-2.0431, 0.7839, -0.9795], [-1.6401, 2.4298, -1.5112], [-0.7609, 1.0354, 1.0583], [-2.8979, 2.3129, 1.1093], [-2.2927, 4.2285, -0.3744], [-1.1394, 4.7886, 0.8429], [-3.2968, 5.9923, 1.0389], [-4.1377, 4.4555, 1.2674], [-1.9804, 5.5980, 3.0955], [-3.7095, 5.5392, 3.4534], [-2.4820, 3.6610, 4.5453], [-3.6598, 3.0666, 3.3706], [-1.5288, 1.8615, 3.1179], [-0.6674, 3.3847, 2.8809], [1.0862, 2.6178, 1.1736], [0.4274, 3.5491, -0.1893], [1.8431, 2.0322, -1.3838], [3.9015, -0.7778, -3.2174], [5.9758, -1.8407, -1.2485], [4.8269, -0.5160, -0.9916], [6.1475, -0.3300, -2.1530], [5.9254, -1.3545, -4.4826], [4.6770, -2.5812, -4.7470], [6.0309, -2.9156, -3.6593]]}

5.
{"formula": "C31H31BN12O2S3Sc", "method": "ωB97M-V with the def2-TZVPD basis set", "e_tot_ev": -108508.9070, "orbital_gap_ev": 7.158, "mol_weight_g_mol": 755.64, "charge": 1, "lumo_ev": -2.920, "max_force_ev_per_a": 1.30, "elements": ["Sc", "N", "C", "N", "C", "N", "N", "C", "N", "C", "C", "C", "C", "C", "N", "H", "H", "H", "H", "H", "H", "H", "H", "O", "S", "O", "N", "C", "C", "C", "C", "C", "C", "C", "C", "N", "C", "C", "C", "C", "C", "C", "C", "H", "H", "H", "H", "H", "H", "H", "H", "H", "H", "H", "C", "N", "C", "C", "N", "B", "N", "C", "C", "N", "C", "C", "S", "C", "S", "H", "H", "H", "H", "H", "H", "H", "H", "H", "H", "H", "H"], "coordinates": [[-0.0243, -0.6699, 0.4411], [-1.3768, 0.3413, 4.7934], [-0.7972, 1.0441, 3.7984], [-0.0636, 2.0940, 4.1730], [0.4445, 3.0704, 3.4601], [1.7136, 3.4272, 3.6852], [-0.2364, 3.9089, 2.6166], [-0.5275, 1.4600, 1.5825], [-0.9768, 0.6125, 2.5469], [-1.2539, 2.3178, -0.6105], [-1.4480, 3.3961, -1.4609], [-1.2210, 3.2327, -2.8154], [-0.8286, 1.9881, -3.2867], [-0.6866, 0.9587, -2.3808], [-0.8774, 1.1148, -1.0684], [-1.0976, 0.5689, 5.7312], [-1.6786, -0.5971, 4.5971], [2.2697, 2.8698, 4.3094], [2.1258, 4.2269, 3.2380], [-1.7600, 4.3530, -1.0643], [-1.3536, 4.0600, -3.4997], [-0.6488, 1.8185, -4.3386], [-0.4091, -0.0391, -2.7023], [1.8261, -1.4394, 0.8547], [2.7932, -0.4773, 0.2343], [3.5729, 0.2838, 1.1605], [1.8335, 0.3455, -0.7336], [2.0130, 1.7519, -0.6433], [2.7754, 2.5232, -1.4985], [2.7707, 3.9069, -1.3466], [1.9600, 4.5125, -0.4023], [1.1705, 3.7529, 0.4610], [0.1615, 4.4300, 1.3267], [-1.1878, 3.7764, 1.5367], [-1.4728, 2.4165, 0.8960], [0.7210, 1.4590, 1.2897], [1.2839, 2.3654, 0.3805], [3.9220, -1.3944, -0.8053], [3.8108, -1.2733, -2.1853], [4.7337, -1.9081, -3.0020], [5.7624, -2.6488, -2.4356], [5.8760, -2.7470, -1.0563], [4.9599, -2.1134, -0.2322], [3.3575, 2.0509, -2.2796], [3.3915, 4.5148, -1.9912], [1.9222, 5.5937, -0.3370], [0.1880, 5.5142, 1.2745], [-2.0564, 4.4116, 1.6721], [-2.4978, 2.1119, 1.1056], [3.0141, -0.6738, -2.6001], [4.6531, -1.8128, -4.0767], [6.4855, -3.1390, -3.0739], [6.6891, -3.3108, -0.6197], [5.0473, -2.1635, 0.8458], [1.1260, -3.4720, -2.1093], [-0.3151, -3.4627, -2.2005], [-1.0588, -3.5946, -3.3504], [-2.3536, -3.6156, -2.9654], [-2.4073, -3.5107, -1.5981], [-3.7655, -3.7624, -0.8620], [-3.8474, -3.1097, 0.5454], [-4.5361, -3.7223, 1.5646], [-4.7185, -2.8250, 2.5587], [-4.1211, -1.6562, 2.1432], [-4.1762, -0.3886, 2.8374], [-3.5837, -1.8557, 0.9166], [-2.7223, -0.6440, 0.0503], [-1.1599, -3.3886, -1.1359], [-0.6054, -3.2465, 0.4968], [1.5449, -3.5514, -3.1088], [1.4618, -4.3118, -1.5026], [1.4792, -2.5614, -1.6431], [-0.6058, -3.6751, -4.3228], [-3.2493, -3.7227, -3.5511], [-3.8812, -4.9485, -0.7136], [-4.6255, -3.2852, -1.5526], [-4.8444, -4.7499, 1.4949], [-5.2192, -2.9163, 3.5062], [-4.4168, -0.5668, 3.8832], [-4.9478, 0.2494, 2.4044], [-3.2187, 0.1173, 2.7507]]}

6.
{"formula": "C50H36Cl3CoF4N10S4Si", "method": "ωB97M-V with the def2-TZVPD basis set", "s_squared": 0.8059, "e_tot_ev": -204607.7372, "orbital_gap_ev": [4.840, 4.648], "spin_multiplicity": 2, "mol_weight_g_mol": 1174.55, "charge": 1, "lumo_ev": [-5.259, -5.252], "max_force_ev_per_a": 1.96, "elements": ["Co", "N", "S", "N", "S", "N", "S", "N", "C", "C", "C", "C", "C", "C", "C", "C", "C", "C", "C", "C", "C", "C", "C", "C", "C", "C", "C", "C", "C", "C", "C", "C", "C", "C", "C", "C", "C", "C", "C", "C", "C", "C", "C", "C", "H", "H", "H", "H", "H", "H", "H", "H", "H", "H", "H", "H", "H", "H", "H", "H", "H", "H", "H", "H", "H", "H", "H", "H", "H", "H", "H", "H", "H", "H", "C", "N", "C", "N", "S", "H", "H", "H", "H", "H", "H", "Cl", "Si", "Cl", "Cl", "F", "C", "C", "F", "C", "C", "C", "F", "C", "C", "C", "N", "C", "N", "F", "C", "C", "N", "C", "N"], "coordinates": [[0.1865, -2.1328, -1.6707], [1.3532, -2.0194, -0.1637], [1.7026, -1.7017, 1.1929], [2.1111, -0.1279, 1.5454], [1.1182, 1.0439, 1.6686], [-0.1238, 1.2143, 0.7806], [-0.2146, 0.9797, -0.8548], [-0.5452, -0.3381, -1.3222], [1.2825, 1.6866, -1.5153], [2.3048, 0.7816, -1.7721], [3.4992, 1.2538, -2.2953], [3.6613, 2.6083, -2.5522], [2.6313, 3.5027, -2.2859], [1.4281, 3.0482, -1.7677], [-1.4527, 2.1984, -1.2079], [-1.7169, 3.2876, -0.3847], [-2.6361, 4.2393, -0.8075], [-3.2781, 4.0902, -2.0307], [-3.0149, 2.9867, -2.8344], [-2.0911, 2.0323, -2.4311], [2.1756, 2.4567, 1.5914], [3.5340, 2.3344, 1.3521], [4.2936, 3.4950, 1.2778], [3.6945, 4.7341, 1.4475], [2.3290, 4.8342, 1.6978], [1.5570, 3.6901, 1.7698], [0.4161, 1.1687, 3.2857], [1.3079, 1.2433, 4.3497], [0.7963, 1.3132, 5.6325], [-0.5816, 1.3045, 5.8335], [-1.4544, 1.2343, 4.7577], [-0.9590, 1.1674, 3.4618], [0.5791, -2.1645, 2.4877], [0.9325, -2.0020, 3.8280], [0.0292, -2.3801, 4.8032], [-1.2022, -2.9162, 4.4355], [-1.5307, -3.0819, 3.1001], [-0.6327, -2.7025, 2.1061], [3.2235, -2.4396, 1.7160], [3.1932, -3.7101, 2.2714], [4.3953, -4.3586, 2.5101], [5.5964, -3.7466, 2.1784], [5.6068, -2.4836, 1.6020], [4.4145, -1.8190, 1.3665], [2.1629, -0.2753, -1.5818], [4.2953, 0.5528, -2.5145], [4.5903, 2.9700, -2.9778], [2.7599, 4.5577, -2.4921], [0.6218, 3.7441, -1.5754], [-1.2273, 3.3757, 0.5752], [-2.8543, 5.0941, -0.1790], [-3.9910, 4.8375, -2.3578], [-3.5228, 2.8724, -3.7847], [-1.8620, 1.1668, -3.0472], [3.9755, 1.3558, 1.2250], [5.3570, 3.4258, 1.0868], [4.2948, 5.6331, 1.3868], [1.8685, 5.8039, 1.8381], [0.4933, 3.7500, 1.9715], [2.3787, 1.2489, 4.1749], [1.4704, 1.3765, 6.4771], [-0.9753, 1.3562, 6.8409], [-2.5255, 1.2375, 4.9199], [-1.6178, 1.1098, 2.6061], [1.9044, -1.6040, 4.0954], [0.2858, -2.2704, 5.8496], [-1.9053, -3.2178, 5.2021], [-2.4820, -3.5165, 2.8279], [-0.8487, -2.8355, 1.0523], [2.2527, -4.1962, 2.4973], [4.3916, -5.3493, 2.9457], [6.5311, -4.2618, 2.3606], [6.5455, -2.0189, 1.3271], [4.4040, -0.8395, 0.9067], [1.6329, -3.1939, -7.0389], [1.2816, -2.3538, -5.9098], [0.1134, -2.3849, -5.2873], [-0.8050, -3.2356, -5.7319], [-0.1959, -1.3012, -3.9726], [2.5806, -2.8539, -7.4438], [0.8773, -3.1130, -7.8216], [1.7396, -4.2389, -6.7362], [1.9803, -1.7676, -5.4821], [-0.5862, -3.9567, -6.3982], [-1.7087, -3.2539, -5.2951], [1.2057, -5.0752, -3.8917], [1.7025, -3.6509, -2.4357], [2.6363, -4.8383, -1.0008], [3.3102, -2.6029, -3.3136], [-3.2283, -1.7488, 0.4828], [-4.1242, -0.9326, -0.0397], [-4.6616, 0.0132, 0.7321], [-4.2447, 0.1129, 1.9833], [-5.6841, 0.9255, 0.2470], [-6.1096, 0.6788, -1.1244], [-5.5791, -0.2866, -1.8842], [-6.0094, -0.4398, -3.1246], [-4.5079, -1.1403, -1.4153], [-3.8721, -2.0467, -2.1949], [-2.6201, -2.6283, -1.8097], [-1.5680, -3.0635, -1.6557], [-4.2778, -2.3752, -3.5382], [-4.5211, -2.6686, -4.6215], [-7.0502, 1.4477, -1.6405], [-6.1873, 1.9239, 1.0104], [-7.1446, 2.8883, 0.5301], [-7.8707, 3.7125, 0.1965], [-5.7576, 2.1594, 2.3698], [-5.4371, 2.4010, 3.4449]]}

7.
{"formula": "C2H2F3IO", "method": "ωB97M-V with the def2-TZVPD basis set", "e_tot_ev": -20403.5734, "orbital_gap_ev": [8.467, 8.098], "mol_weight_g_mol": 225.94, "lumo_ev": [0.186, 0.215], "max_force_ev_per_a": 5.86, "elements": ["C", "C", "O", "F", "F", "F", "I", "H", "H"], "coordinates": [[1.0519, -0.1454, -0.1746], [-1.3882, -0.1906, 0.0427], [1.3609, 0.9671, -0.7782], [-1.9740, 0.9467, 0.3157], [-1.5059, -0.6913, -1.1727], [-1.6456, -1.0737, 0.9979], [1.7121, -0.3520, 1.7695], [0.9842, -1.0892, -0.8761], [1.4047, 1.6284, -0.1243]]}

8.
{"formula": "C4H7ClN2S", "method": "ωB97M-V with the def2-TZVPD basis set", "e_tot_ev": -30597.2533, "orbital_gap_ev": 9.809, "mol_weight_g_mol": 150.63, "lumo_ev": 0.619, "max_force_ev_per_a": 6.09, "elements": ["H", "N", "C", "N", "S", "C", "C", "C", "Cl", "H", "H", "H", "H", "H", "H"], "coordinates": [[-1.0264, 2.9044, -0.5559], [-0.5081, 2.0213, -0.3577], [-1.1549, 1.0884, -0.7560], [-0.6970, -0.1788, -0.5693], [-1.5546, -1.4634, -1.1252], [0.4570, -0.4051, 0.3845], [0.3254, -1.3155, 1.3249], [1.7987, 0.2491, 0.0171], [2.4376, -0.6513, -1.3453], [-2.2483, 1.1908, -1.2723], [-2.5267, -1.6411, -0.0502], [1.0864, -1.4245, 2.0671], [-0.5939, -1.8862, 1.5429], [1.6669, 1.2637, -0.2073], [2.5379, 0.2481, 0.9026]]}